No. 1
Density functional theory data (ωB97M-V/def2-TZVPD) for C3H5NO3 in the gas phase.

Output
E_LUMO = 0.24 eV
HOMO = -10.2744 eV
Energy relative to the best compared isomer or geometry (same formula, charge and spin) = 104.3 kcal/mol
SMILES string = C=NOCC(=O)O

The geometry in ORCA input format:
```
! RIJCOSX wB97M-V def2-TZVPD def2/J DEFGRID3
* xyz 0 1
C 2.410 0.344 0.018
N 1.046 0.315 -0.064
O 0.457 -0.856 -0.572
C -0.892 -0.897 0.144
C -1.890 0.170 -0.007
O -3.095 -0.113 -0.092
O -1.454 1.358 -0.355
H 3.072 -0.275 -0.631
H 2.760 1.322 0.627
H -0.426 -1.049 1.113
H -1.358 -1.809 -0.254
H -0.630 1.491 0.074
*
```

For each atom in turn, the natural (NBO) charge in e is: atom 1 (C): -0.1423, atom 2 (N): -0.2014, atom 3 (O): -0.3796, atom 4 (C): -0.2027, atom 5 (C): 0.7295, atom 6 (O): -0.5558, atom 7 (O): -0.6421, atom 8 (H): 0.2054, atom 9 (H): 0.2164, atom 10 (H): 0.2261, atom 11 (H): 0.2418, atom 12 (H): 0.5048

=====

No. 2
Density functional theory data (ωB97M-V/def2-TZVPD) for 2 unconnected molecules or ions with the total composition C2H5O3.

Output
E_LUMO (spin up / spin down) = 0.73 / -4.05 eV
<S²> = 0.7541
HOMO (spin up / spin down) = -10.3697 / -10.3568 eV
Energy relative to the best compared isomer or geometry (same formula, charge and spin) = 29.2 kcal/mol

The geometry in ORCA input format:
```
! RIJCOSX wB97M-V def2-TZVPD def2/J DEFGRID3
* xyz 0 2
C 1.059 -0.953 -1.263
O 0.804 0.435 -1.428
H 1.025 -1.432 -2.238
H 2.077 -1.141 -0.892
H 0.400 -1.398 -0.523
O -1.637 1.048 2.967
C -1.460 0.944 1.789
O -0.298 0.765 1.201
H -2.278 0.996 1.046
H 0.307 0.737 -0.659
*
```

For each atom in turn, the natural (NBO) charge in e is: atom 1 (C): -0.2497, atom 2 (O): -0.7216, atom 3 (H): 0.1795, atom 4 (H): 0.1612, atom 5 (H): 0.1653, atom 6 (O): -0.5285, atom 7 (C): 0.5585, atom 8 (O): -0.1773, atom 9 (H): 0.1461, atom 10 (H): 0.4665

=====

No. 3
Density functional theory data (ωB97M-V/def2-TZVPD) for a molecular structure, C32H50BrN3O3PbS2Si4Te.

Output
E_LUMO = -6.28 eV
HOMO = -12.1042 eV

The geometry in ORCA input format:
```
! RIJCOSX wB97M-V def2-TZVPD def2/J DEFGRID3
* xyz 2 1
Pb -0.945 -0.925 1.231
C -2.691 1.993 3.650
O -2.546 1.453 2.340
C -3.390 1.921 1.377
C -4.361 2.870 1.577
C -5.187 3.255 0.509
Br -6.503 4.569 0.807
C -5.055 2.679 -0.722
C -4.055 1.708 -0.934
C -3.176 1.334 0.096
O -2.186 0.509 -0.109
C -3.924 1.059 -2.221
N -3.069 0.080 -2.521
C -3.248 -0.318 -3.840
C -2.607 -1.282 -4.607
C -3.046 -1.418 -5.910
C -4.082 -0.627 -6.427
C -4.716 0.333 -5.662
C -4.272 0.468 -4.353
N -4.666 1.311 -3.315
H -2.499 3.068 3.650
H -1.950 1.492 4.268
H -3.688 1.796 4.047
H -4.508 3.329 2.543
H -5.729 2.978 -1.513
H -2.398 -0.274 -1.837
H -1.806 -1.883 -4.200
H -2.580 -2.154 -6.551
H -4.393 -0.772 -7.452
H -5.515 0.942 -6.063
H -5.395 2.001 -3.362
S -0.714 -2.096 -1.198
C -2.060 -3.029 -0.567
C -2.638 -4.106 -1.242
C -3.692 -4.774 -0.652
C -4.159 -4.375 0.599
C -3.539 -3.310 1.212
N -2.521 -2.656 0.639
H -2.253 -4.399 -2.208
H -4.153 -5.610 -1.162
H -4.982 -4.880 1.083
H -3.854 -2.953 2.184
C 2.541 1.915 4.720
Si 3.725 1.132 3.520
C 3.602 -0.729 3.528
C 5.476 1.738 3.720
Si 3.081 1.833 1.335
Te 0.821 2.550 1.309
Si 4.492 1.421 -0.543
C 5.740 2.791 -0.676
C 5.251 -0.183 0.050
C 3.538 1.123 -2.108
Si 0.366 3.485 -1.075
C 0.138 2.081 -2.259
C -1.223 4.380 -0.734
C 1.764 4.638 -1.463
H 2.779 1.580 5.732
H 1.507 1.634 4.512
H 2.608 3.004 4.704
H 3.790 -1.085 4.545
H 4.341 -1.191 2.873
H 2.611 -1.081 3.229
H 5.843 1.465 4.713
H 5.549 2.823 3.632
H 6.148 1.287 2.988
H 6.254 2.975 0.268
H 5.283 3.727 -1.003
H 6.494 2.514 -1.417
H 5.865 -0.041 0.942
H 5.900 -0.575 -0.737
H 4.498 -0.945 0.266
H 3.065 2.019 -2.505
H 2.779 0.351 -1.966
H 4.239 0.758 -2.864
H -0.598 1.387 -1.851
H 1.062 1.537 -2.455
H -0.230 2.469 -3.213
H -2.015 3.690 -0.436
H -1.549 4.890 -1.645
H -1.111 5.136 0.045
H 2.725 4.130 -1.541
H 1.845 5.421 -0.707
H 1.565 5.124 -2.423
O 0.753 -2.775 1.933
S 0.511 -4.263 1.717
C 1.510 -5.087 2.998
C 2.573 -5.927 2.296
C 2.953 -5.152 1.037
C 1.625 -4.786 0.387
H 0.857 -5.645 3.665
H 1.945 -4.245 3.539
H 2.166 -6.903 2.023
H 3.421 -6.104 2.957
H 3.575 -5.739 0.361
H 3.504 -4.246 1.297
H 1.153 -5.651 -0.083
H 1.648 -3.962 -0.324
*
```

For each atom in turn, the natural (NBO) charge in e is: atom 1 (Pb): 1.4016, atom 2 (C): -0.2589, atom 3 (O): -0.5221, atom 4 (C): 0.2916, atom 5 (C): -0.3038, atom 6 (C): -0.0954, atom 7 (Br): 0.1063, atom 8 (C): -0.2333, atom 9 (C): -0.1649, atom 10 (C): 0.3309, atom 11 (O): -0.8880, atom 12 (C): 0.4776, atom 13 (N): -0.5188, atom 14 (C): 0.1598, atom 15 (C): -0.2249, atom 16 (C): -0.1943, atom 17 (C): -0.1878, atom 18 (C): -0.2091, atom 19 (C): 0.0985, atom 20 (N): -0.4912, atom 21 (H): 0.1900, atom 22 (H): 0.2035, atom 23 (H): 0.1960, atom 24 (H): 0.2473, atom 25 (H): 0.2198, atom 26 (H): 0.4884, atom 27 (H): 0.2385, atom 28 (H): 0.2335, atom 29 (H): 0.2371, atom 30 (H): 0.2373, atom 31 (H): 0.4398, atom 32 (S): -0.3985, atom 33 (C): 0.0793, atom 34 (C): -0.2705, atom 35 (C): -0.1162, atom 36 (C): -0.2682, atom 37 (C): 0.0717, atom 38 (N): -0.6227, atom 39 (H): 0.2394, atom 40 (H): 0.2381, atom 41 (H): 0.2439, atom 42 (H): 0.2105, atom 43 (C): -1.1205, atom 44 (Si): 1.2715, atom 45 (C): -1.1208, atom 46 (C): -1.1187, atom 47 (Si): 0.3603, atom 48 (Te): -0.1184, atom 49 (Si): 1.2686, atom 50 (C): -1.1168, atom 51 (C): -1.1168, atom 52 (C): -1.1221, atom 53 (Si): 1.5192, atom 54 (C): -1.1698, atom 55 (C): -1.1529, atom 56 (C): -1.1491, atom 57 (H): 0.2646, atom 58 (H): 0.2423, atom 59 (H): 0.2552, atom 60 (H): 0.2614, atom 61 (H): 0.2475, atom 62 (H): 0.2573, atom 63 (H): 0.2668, atom 64 (H): 0.2532, atom 65 (H): 0.2450, atom 66 (H): 0.2558, atom 67 (H): 0.2535, atom 68 (H): 0.2672, atom 69 (H): 0.2472, atom 70 (H): 0.2656, atom 71 (H): 0.2440, atom 72 (H): 0.2454, atom 73 (H): 0.2464, atom 74 (H): 0.2675, atom 75 (H): 0.2685, atom 76 (H): 0.2526, atom 77 (H): 0.2605, atom 78 (H): 0.2526, atom 79 (H): 0.2623, atom 80 (H): 0.2589, atom 81 (H): 0.2381, atom 82 (H): 0.2616, atom 83 (H): 0.2666, atom 84 (O): -1.0473, atom 85 (S): 1.2207, atom 86 (C): -0.5906, atom 87 (C): -0.4124, atom 88 (C): -0.4130, atom 89 (C): -0.5983, atom 90 (H): 0.2502, atom 91 (H): 0.2477, atom 92 (H): 0.2176, atom 93 (H): 0.2418, atom 94 (H): 0.2400, atom 95 (H): 0.2097, atom 96 (H): 0.2384, atom 97 (H): 0.2623

=====

No. 4
Density functional theory data (ωB97M-V/def2-TZVPD) for a molecular structure, C19H40BBrO14V.

Output
E_LUMO (spin up / spin down) = -1.02 / -0.53 eV
<S²> = 0.7800
HOMO (spin up / spin down) = -9.3872 / -9.3872 eV
Energy relative to the best compared isomer or geometry (same formula, charge and spin) = 13.5 kcal/mol

The geometry in ORCA input format:
```
! RIJCOSX wB97M-V def2-TZVPD def2/J DEFGRID3
* xyz 0 2
O 0.250 0.488 0.313
V 0.374 -0.885 -0.435
Br 2.854 -0.856 -1.244
O -4.832 3.270 3.747
C -4.827 2.274 3.103
O -3.833 1.396 3.004
B -4.233 0.328 2.081
O -5.586 0.631 1.659
C -5.989 1.766 2.202
O -7.029 2.311 2.037
O -4.126 -1.001 2.769
C -3.121 -1.668 2.283
O -2.668 -2.707 2.653
C -2.631 -0.893 1.040
O -3.275 0.222 0.963
O -1.743 -1.263 0.306
C -0.533 2.403 3.388
C 0.859 2.670 2.837
O 1.701 1.598 3.209
C 2.893 1.550 2.469
C 3.796 0.452 2.979
H -0.498 2.215 4.458
H -1.208 3.224 3.160
H -0.886 1.515 2.865
H 0.797 2.871 1.761
H 1.315 3.581 3.251
H 2.692 1.387 1.405
H 3.442 2.500 2.536
H 4.761 0.499 2.475
H 3.353 -0.538 2.858
H 3.982 0.529 4.053
C 1.805 4.293 -3.469
C 1.698 3.125 -2.500
C 2.317 3.414 -1.153
O 0.294 2.780 -2.340
H 2.850 4.563 -3.643
H 1.227 5.161 -3.155
H 1.469 4.013 -4.471
H 2.089 2.222 -2.972
H 2.190 2.561 -0.488
H 1.838 4.279 -0.689
H 3.392 3.575 -1.232
H -0.092 3.432 -1.741
C -2.740 0.468 -2.766
C -1.471 -0.259 -3.149
C -1.048 0.068 -4.578
O -0.396 0.157 -2.269
H -3.515 0.272 -3.508
H -2.597 1.551 -2.764
H -3.040 0.156 -1.765
H -1.615 -1.337 -3.089
H -0.884 1.133 -4.749
H -1.875 -0.247 -5.222
H -0.161 -0.476 -4.905
H -0.224 1.107 -2.470
C 2.636 -3.371 2.076
C 1.323 -3.479 1.342
C 0.342 -4.410 2.076
O 0.725 -2.153 1.297
H 2.527 -3.059 3.118
H 3.238 -2.591 1.601
H 3.219 -4.293 2.053
H 1.479 -3.777 0.306
H 0.261 -4.067 3.108
H 0.777 -5.410 2.098
H -0.638 -4.390 1.606
H 0.694 -1.811 2.202
C 1.348 -4.266 -2.822
C 0.317 -3.142 -2.875
O -0.162 -2.742 -1.572
H 0.853 -5.232 -2.687
H 2.165 -4.184 -2.111
H 1.772 -4.302 -3.830
H -0.526 -3.449 -3.497
H 0.781 -2.262 -3.322
H -0.691 -3.491 -1.262
*
```

For each atom in turn, the Löwdin charge in e is: atom 1 (O): -0.2623, atom 2 (V): 0.7180, atom 3 (Br): 0.0700, atom 4 (O): 0.1702, atom 5 (C): -0.3836, atom 6 (O): 0.2229, atom 7 (B): -0.8634, atom 8 (O): 0.2477, atom 9 (C): -0.3889, atom 10 (O): 0.1750, atom 11 (O): 0.2566, atom 12 (C): -0.4035, atom 13 (O): 0.1581, atom 14 (C): -0.3478, atom 15 (O): 0.2766, atom 16 (O): 0.0505, atom 17 (C): -0.0520, atom 18 (C): -0.2937, atom 19 (O): -0.1499, atom 20 (C): -0.3017, atom 21 (C): -0.0635, atom 22 (H): 0.0833, atom 23 (H): 0.0825, atom 24 (H): 0.0596, atom 25 (H): 0.1001, atom 26 (H): 0.1195, atom 27 (H): 0.0822, atom 28 (H): 0.1229, atom 29 (H): 0.0809, atom 30 (H): 0.0484, atom 31 (H): 0.0804, atom 32 (C): -0.0540, atom 33 (C): -0.4503, atom 34 (C): -0.0447, atom 35 (O): -0.0839, atom 36 (H): 0.0840, atom 37 (H): 0.0840, atom 38 (H): 0.0780, atom 39 (H): 0.1349, atom 40 (H): 0.0472, atom 41 (H): 0.0920, atom 42 (H): 0.0923, atom 43 (H): 0.1099, atom 44 (C): -0.0198, atom 45 (C): -0.4395, atom 46 (C): -0.0370, atom 47 (O): -0.1584, atom 48 (H): 0.0912, atom 49 (H): 0.0939, atom 50 (H): 0.0740, atom 51 (H): 0.1207, atom 52 (H): 0.0880, atom 53 (H): 0.0885, atom 54 (H): 0.0783, atom 55 (H): 0.0687, atom 56 (C): -0.0510, atom 57 (C): -0.4317, atom 58 (C): -0.0239, atom 59 (O): -0.1481, atom 60 (H): 0.0926, atom 61 (H): 0.0629, atom 62 (H): 0.0931, atom 63 (H): 0.1189, atom 64 (H): 0.0911, atom 65 (H): 0.0884, atom 66 (H): 0.0755, atom 67 (H): 0.1332, atom 68 (C): -0.0678, atom 69 (C): -0.2743, atom 70 (O): -0.1742, atom 71 (H): 0.0791, atom 72 (H): 0.0671, atom 73 (H): 0.0866, atom 74 (H): 0.1263, atom 75 (H): 0.0952, atom 76 (H): 0.1278

=====

No. 5
Density functional theory data (ωB97M-V/def2-TZVPD) for 6 unconnected molecules or ions with the total composition CH14O5S.

Output
E_LUMO = 0.03 eV
HOMO = -8.7529 eV
Energy relative to the best compared isomer or geometry (same formula, charge and spin) = 25.9 kcal/mol
SMILES string = CS.O.O.O.O.O

The geometry in ORCA input format:
```
! RIJCOSX wB97M-V def2-TZVPD def2/J DEFGRID3
* xyz 0 1
C -0.709 1.807 1.052
S -0.555 0.284 2.059
H 0.355 2.145 0.741
H -1.004 2.547 1.816
H -1.622 1.634 0.373
H -0.731 -0.409 0.935
O -1.396 1.434 -2.201
H -1.323 0.927 -3.000
H -0.627 2.067 -2.083
O 3.008 0.069 1.648
H 3.674 -0.538 1.298
H 2.138 -0.322 1.579
O -2.467 -1.833 -0.398
H -2.087 -1.190 -1.001
H -2.400 -2.665 -0.779
O 0.398 -2.311 -1.953
H 0.820 -1.477 -1.744
H 0.827 -2.618 -2.773
O 1.780 0.511 -1.126
H 2.559 0.399 -0.563
H 1.970 1.157 -1.806
*
```

For each atom in turn, the natural (NBO) charge in e is: atom 1 (C): -0.7583, atom 2 (S): -0.0753, atom 3 (H): 0.2320, atom 4 (H): 0.2130, atom 5 (H): 0.2551, atom 6 (H): 0.1371, atom 7 (O): -0.9569, atom 8 (H): 0.4771, atom 9 (H): 0.4820, atom 10 (O): -0.9591, atom 11 (H): 0.4681, atom 12 (H): 0.4893, atom 13 (O): -0.9436, atom 14 (H): 0.4762, atom 15 (H): 0.4699, atom 16 (O): -0.9590, atom 17 (H): 0.4892, atom 18 (H): 0.4667, atom 19 (O): -0.9716, atom 20 (H): 0.4948, atom 21 (H): 0.4730

=====

| no. | molecular weight (g mol⁻¹) |
| --- | --- |
| 1 | 103.08 |
| 2 | 77.06 |
| 3 | 1115.95 |
| 4 | 634.18 |
| 5 | 138.19 |